Density functional theory data (wB97M-V/def2-TZVPD) for a cluster of 8 separate species, C17H47ClNO11 in total in a non-equilibrium geometry.

Calculated values
Gap between HOMO and LUMO (eV): 8.5
Net charge: -1
Energy relative to the best compared isomer or geometry (same formula, charge and spin) (kJ/mol): 0.0
2S+1: 1
HOMO level (eV): -6.11

Structure (XYZ):
```
77
Properties=species:S:1:pos:R:3:forces:R:3:lowdin_charge:R:1
Cl 1.260000 -0.324030 -0.322975 0.6 -0.3 0.3 0.6695
O -0.129747 0.028813 -0.144792 -0.2 0.1 -0.1 -0.3556
O 1.412859 -1.757938 -0.149430 0.0 0.0 -0.1 -0.3693
O 1.721896 0.041491 -1.639485 -0.2 0.1 0.0 -0.3456
O 2.059083 0.353276 0.674357 -0.1 0.0 -0.1 -0.3584
C -2.990287 -2.250000 1.006544 0.1 0.2 -0.1 -0.0136
C -4.187836 -1.746087 0.171156 0.4 -0.5 0.2 -0.5243
C -5.505736 -2.097700 0.858761 -0.2 0.3 0.3 -0.1416
C -5.773953 -1.199963 2.060034 0.3 0.0 0.3 -0.1865
C -5.748058 0.273361 1.670705 -0.3 -0.3 0.3 -0.1419
C -4.473489 0.698150 0.938799 -0.1 -0.1 0.3 -0.5221
N -4.188159 -0.310783 -0.079039 -0.5 0.3 -0.9 -0.0863
O -3.081514 0.069055 -0.871026 0.2 -0.2 0.5 -0.0267
C -4.741306 2.014005 0.228851 0.4 0.6 -0.2 -0.0318
C -3.347634 0.912928 1.960571 0.2 0.1 0.1 -0.0167
C -4.129239 -2.465702 -1.173936 -0.7 -0.3 -0.3 -0.0360
H -3.046713 -3.330238 1.150980 -0.1 0.0 -0.1 0.0852
H -2.944375 -1.792483 1.990705 0.0 0.0 0.0 0.0614
H -2.051634 -2.043087 0.485132 0.0 0.0 0.1 0.0822
H -6.315757 -1.973148 0.132822 0.0 -0.1 0.0 0.1183
H -5.488538 -3.135979 1.195853 0.0 -0.1 -0.2 0.1188
H -5.021265 -1.390684 2.835322 0.0 0.0 -0.1 0.1025
H -6.728198 -1.450059 2.532234 -0.1 0.0 -0.1 0.1068
H -5.846510 0.878584 2.576964 0.0 0.1 -0.1 0.1196
H -6.629798 0.475507 1.054086 0.1 0.1 -0.1 0.1168
H -4.866949 2.818145 0.959371 -0.2 -0.1 0.0 0.0849
H -3.888023 2.308556 -0.385797 0.0 -0.1 0.0 0.0690
H -5.613248 1.971894 -0.423513 -0.1 -0.2 0.1 0.0854
H -2.374123 1.031667 1.478363 0.0 0.0 0.0 0.0846
H -3.530326 1.824568 2.534568 0.0 0.0 -0.1 0.0841
H -3.273310 0.105202 2.687165 0.0 -0.1 -0.1 0.0656
H -4.094931 -3.548623 -1.018631 0.3 0.1 0.1 0.0846
H -3.299085 -2.150030 -1.796803 0.2 0.0 0.1 0.0812
H -5.053575 -2.303918 -1.742022 0.1 0.3 0.1 0.0832
H -2.297486 -0.089464 -0.315532 0.2 0.0 -0.2 0.0491
C 4.392941 2.189545 2.453893 0.5 -0.1 0.0 -0.0901
C 4.144645 2.611326 1.024627 0.1 0.6 0.0 -0.3065
O 4.756206 3.893990 0.730425 0.0 -0.3 0.0 -0.0983
H 4.238675 3.016639 3.147421 -0.3 0.0 0.0 0.0744
H 5.439183 1.877623 2.575743 -0.1 0.0 0.0 0.0685
H 3.767870 1.337061 2.716079 -0.1 0.0 0.0 0.0734
H 3.089918 2.774867 0.827784 -0.1 -0.2 0.0 0.1039
H 4.523129 1.854735 0.335611 -0.2 0.0 -0.1 0.0979
H 5.686858 3.830272 0.962211 0.1 0.0 -0.1 0.0797
C -0.344789 4.260078 -2.764388 0.2 0.2 0.4 -0.0815
C -0.265633 3.026405 -1.875839 -0.4 -0.1 -0.3 -0.3216
O -1.579712 2.649221 -1.467422 0.0 0.2 0.0 -0.0906
H -0.440457 3.992395 -3.814364 -0.2 0.1 0.0 0.0683
H 0.549640 4.874187 -2.630172 0.1 -0.1 -0.2 0.0629
H -1.175837 4.891555 -2.443908 -0.1 -0.1 -0.1 0.0706
H 0.352135 3.243927 -1.000239 0.0 -0.2 0.0 0.1042
H 0.141377 2.186958 -2.442464 0.5 0.1 0.2 0.1037
H -1.555628 1.709909 -1.259527 -0.1 0.0 0.1 0.0324
C 5.059032 -1.266525 0.687048 0.7 0.1 -0.6 -0.1331
O 5.975304 -2.316406 1.040539 -0.1 0.1 0.1 -0.1317
H 5.391611 -0.293024 1.056717 -0.3 -0.1 0.5 0.0613
H 5.060873 -1.126272 -0.399378 -0.3 -0.3 0.0 0.0694
H 4.070579 -1.541254 1.033717 -0.1 0.2 0.0 0.0683
H 6.791620 -1.921968 1.351879 0.0 0.0 0.0 0.0592
C 3.977169 -2.668863 -2.810761 0.0 -0.1 0.1 -0.1762
O 2.673239 -3.153553 -2.554752 0.2 0.1 0.0 -0.1271
H 3.992944 -1.576932 -2.877752 0.0 0.0 -0.1 0.0721
H 4.683743 -2.979252 -2.029998 0.0 0.0 0.0 0.0670
H 4.312720 -3.088695 -3.759350 0.0 0.0 0.0 0.0699
H 2.299442 -2.579084 -1.874008 -0.3 -0.1 0.1 0.0208
C 3.160638 3.134565 -2.243734 0.4 -0.1 -0.1 -0.1683
O 3.554739 4.481579 -1.996703 -0.2 -0.2 0.1 -0.1293
H 4.018737 2.454846 -2.176109 0.0 0.0 -0.2 0.0791
H 2.405403 2.731044 -1.567560 0.0 0.3 0.1 0.0418
H 2.756576 3.093922 -3.253488 0.0 0.0 0.0 0.0822
H 3.973805 4.508042 -1.127376 0.0 -0.1 0.1 0.0344
C 2.105277 -5.005477 1.009629 0.2 -0.1 -0.4 -0.1496
O 2.808507 -5.758042 1.999250 -0.1 0.0 0.1 -0.1342
H 2.128211 -5.518339 0.041703 0.1 0.0 0.1 0.0761
H 1.057876 -4.896817 1.284618 0.1 0.1 0.2 0.0751
H 2.552769 -4.021795 0.876274 -0.2 0.1 0.0 0.0623
H 3.675601 -5.357708 2.093793 0.0 -0.1 0.0 0.0624
```
Forces are in eV/Å.

=====

Density functional theory data (wB97M-V/def2-TZVPD) for a structure of composition C9H15GaN2O2 in a non-equilibrium geometry.

Calculated values
Gap between HOMO and LUMO (eV): 7.3
Net charge: +2
2S+1: 1
HOMO level (eV): -16.46

Structure (XYZ):
```
29
Properties=species:S:1:pos:R:3:forces:R:3:lowdin_charge:R:1
C -0.174765 3.552748 1.046397 -0.4 -0.3 -0.2 -0.0279
C 1.085869 3.133101 1.121087 0.1 -0.2 -0.3 -0.0741
H -0.888413 3.364667 1.844542 0.1 0.2 0.0 0.0760
H -0.544838 4.101415 0.184150 0.1 0.0 0.2 0.0797
H 1.799571 3.320994 0.323051 0.0 0.1 0.1 0.0823
H 1.456018 2.584327 1.983389 0.1 0.5 0.1 0.0554
Ga -0.257426 0.461664 -0.339620 0.4 1.6 -2.2 0.7427
C -1.477652 0.559519 -2.197224 -0.2 -2.1 1.6 -0.0335
C -0.389113 1.417832 -2.411397 2.2 1.2 0.6 -0.0787
C 0.528815 -0.693349 -2.068296 -2.0 0.1 -0.4 -0.0698
C -0.916994 -0.747989 -1.871067 -0.3 -0.1 -4.0 -0.1385
H -0.445192 2.481496 -2.602739 0.0 -0.1 -0.1 0.1371
H 1.840295 1.053579 -2.459347 -0.1 0.0 -0.1 0.1374
H 1.217377 -1.521171 -1.977736 -0.1 0.1 0.1 0.1474
C 0.845330 0.646850 -2.333770 -0.3 1.0 0.0 -0.0771
H -1.490431 -1.646684 -1.678815 0.1 0.4 -0.2 0.1356
H -2.526622 0.817794 -2.218250 0.0 0.0 0.0 0.1459
C -0.910799 -3.946584 0.972520 -2.2 -1.7 -1.7 -0.0212
O -0.071487 -3.049201 1.603544 2.9 4.5 1.2 0.0556
C 0.141108 -1.778192 1.182104 -1.6 -5.3 1.6 -0.4457
O -0.310836 -1.339666 0.154810 -2.0 -2.1 -0.3 0.0341
N 0.791853 -0.911198 1.901089 1.6 -1.5 2.7 0.1176
N 0.811200 0.342583 1.346473 0.9 1.9 1.9 0.0922
H -0.379907 -4.907131 0.830452 -0.2 0.7 0.2 0.1277
H -1.262743 -3.578077 -0.015024 0.3 -0.2 0.6 0.1069
H -1.803174 -4.117543 1.612838 0.7 0.1 -0.3 0.1286
H 1.215977 -1.125990 2.816501 -0.2 0.4 -0.6 0.2306
H 0.303355 0.922804 2.048251 1.1 0.4 -0.7 0.1535
H 1.813621 0.601403 1.202088 -1.0 0.5 0.3 0.1801
```
Forces are in eV/Å.